Density functional theory data (ωB97M-V/def2-TZVPD) for C24H35F3IrN8O4S2Se as an isolated structure at a distorted geometry.

## Properties
**ΔE to the lowest compared entry with this formula, charge and spin**: 2.005 eV
**Kohn-Sham gap**: 7.01 eV
**E_HOMO**: -11.2 eV
**Electronic energy**: -5276.09538 hartree
**F_max**: 3.413 eV/Å
**Total charge**: +1

The geometry in XYZ format:
```
78
Properties=species:S:1:pos:R:3:forces:R:3:lowdin_charge:R:1
Ir -0.63606 -0.37197 -0.42490 -1.395 1.311 2.826 0.92
C 3.13993 1.00380 4.59300 -0.115 -0.067 -0.048 -0.06
C 2.43505 -0.35000 4.62133 0.270 0.173 0.011 -0.18
N 1.10252 -0.30404 4.00610 -0.084 -0.106 -0.091 -0.11
C -0.05783 -0.23489 4.89414 -0.130 0.235 0.016 -0.24
C -0.43663 1.18606 5.30376 0.016 -0.123 -0.025 -0.06
C 0.99721 -0.28793 2.67512 -0.488 -0.074 -0.204 -0.62
S -0.61840 -0.05691 2.02165 0.213 -0.493 -1.538 0.77
N 2.10627 -0.36728 1.97606 0.686 0.144 -0.032 0.12
C 2.24149 -0.66988 0.69471 -0.399 0.135 0.663 -0.41
O 1.34123 -1.14523 -0.05582 -0.829 -0.672 -1.319 -0.19
C 3.59604 -0.50722 0.12435 0.126 -0.130 -0.131 -0.13
C 4.71053 -0.39288 0.95608 -0.106 0.004 -0.039 -0.02
C 5.97225 -0.25726 0.40574 0.030 0.030 0.019 -0.07
C 6.12780 -0.22088 -0.97422 -0.006 -0.014 0.026 -0.07
C 5.02029 -0.32909 -1.80362 0.028 0.039 -0.053 -0.06
C 3.75636 -0.48361 -1.26031 -0.079 -0.025 0.013 0.00
H 4.11037 0.93120 5.08361 -0.005 -0.013 0.008 0.08
H 2.55025 1.76134 5.10806 0.035 0.014 0.025 0.07
H 3.29267 1.32385 3.56352 0.027 0.016 0.012 0.07
H 2.30243 -0.68424 5.64895 -0.069 -0.036 -0.014 0.12
H 3.03603 -1.09150 4.09876 -0.042 -0.036 0.024 0.11
H 0.16973 -0.82653 5.78006 0.031 -0.069 -0.062 0.12
H -0.90024 -0.70283 4.38752 0.015 -0.097 0.066 0.07
H 0.34510 1.65815 5.89720 0.014 0.009 -0.027 0.07
H -1.34253 1.15100 5.90944 -0.002 0.037 -0.005 0.08
H -0.63353 1.79773 4.42308 0.012 0.044 0.021 0.06
H 4.57063 -0.42644 2.02661 0.020 0.017 0.036 0.10
H 6.83611 -0.17706 1.05217 0.002 -0.007 -0.008 0.11
H 7.11576 -0.11303 -1.40238 -0.002 0.015 -0.003 0.11
H 5.14438 -0.28738 -2.87775 -0.009 -0.029 0.001 0.11
H 2.88696 -0.58296 -1.89733 0.063 -0.010 0.040 0.09
C -3.07671 -2.92489 -3.49575 -0.209 0.106 -0.016 0.00
N -1.85092 -3.53296 -2.99723 0.295 0.216 0.154 -0.10
C -1.02110 -4.35027 -3.71472 -0.001 -0.133 -0.049 -0.01
C -0.00752 -4.71360 -2.89256 0.007 -0.148 -0.152 -0.01
N -0.23334 -4.12279 -1.68188 -0.232 0.272 -0.200 -0.10
C 0.59442 -4.28773 -0.50129 0.231 -0.010 0.277 0.01
C -1.33931 -3.36150 -1.76350 -0.002 -0.318 -0.116 -0.63
Se -2.14776 -2.39830 -0.37203 0.496 1.025 0.855 0.79
H -3.22628 -3.22937 -4.52737 0.066 -0.070 0.011 0.10
H -2.99150 -1.84522 -3.44615 0.033 0.040 0.006 0.07
H -3.92403 -3.24714 -2.89497 0.020 -0.049 -0.021 0.10
H -1.22161 -4.62420 -4.73492 -0.017 0.037 0.004 0.14
H 0.83407 -5.35684 -3.07685 0.026 0.036 0.052 0.14
H 1.29071 -5.10330 -0.67703 -0.055 -0.016 -0.054 0.10
H -0.03126 -4.52234 0.35758 -0.037 0.011 -0.054 0.09
H 1.14906 -3.37612 -0.30471 0.022 0.117 -0.020 0.08
F -0.42049 1.85039 -4.51476 0.012 -0.065 -0.089 0.14
C 0.05278 0.60461 -4.61198 -0.284 0.050 0.122 -0.66
F -0.77188 -0.10604 -5.38332 0.051 -0.029 -0.002 0.15
F 1.24797 0.63374 -5.16879 0.121 -0.036 0.140 0.18
S 0.06655 -0.14356 -2.91684 0.922 -0.345 -1.744 0.45
O 0.87298 -1.32735 -2.96952 0.115 0.127 -0.360 -0.26
O 0.53161 0.94625 -2.06182 0.285 0.326 0.333 -0.33
O -1.36252 -0.41934 -2.68644 0.490 -0.143 0.941 -0.41
C -2.69981 1.71865 -1.71484 -0.229 0.296 -0.160 -0.17
N -3.51968 2.90781 -1.64462 -0.060 0.029 -0.148 -0.08
C -2.67023 4.04806 -1.29631 -0.010 -0.097 0.076 -0.14
N -2.01810 3.83416 -0.00031 0.020 0.036 -0.006 -0.08
C -1.19625 2.64336 -0.06735 0.177 0.339 0.171 -0.18
N -2.02597 1.44504 -0.40339 0.159 -1.841 -0.330 -0.18
C -3.10434 1.31146 0.62395 -0.281 0.131 0.150 -0.21
N -3.91877 2.50394 0.69302 -0.102 -0.039 0.066 -0.08
C -4.53995 2.73777 -0.61270 0.139 0.013 0.048 -0.15
C -3.05819 3.64553 1.01504 0.022 -0.047 -0.034 -0.15
H -1.93691 1.86376 -2.47325 0.015 -0.003 0.056 0.10
H -3.31211 0.85780 -1.97811 0.028 -0.013 0.071 0.13
H -3.28309 4.94777 -1.24144 0.019 0.003 -0.015 0.13
H -1.91079 4.17852 -2.06897 0.003 0.014 0.021 0.14
H -0.71769 2.47666 0.89888 -0.051 -0.066 -0.034 0.10
H -0.42908 2.75802 -0.83214 -0.045 -0.040 -0.033 0.12
H -2.64846 1.14074 1.59669 -0.007 0.039 -0.061 0.05
H -3.72082 0.44921 0.36297 0.032 0.008 -0.071 0.12
H -5.15252 3.63777 -0.56009 -0.015 -0.017 -0.011 0.13
H -5.17512 1.88766 -0.86785 -0.007 0.014 0.006 0.13
H -2.58771 3.47634 1.98567 -0.005 0.018 -0.008 0.13
H -3.67054 4.54573 1.06735 0.020 0.000 0.023 0.13
```
Forces are in eV/Å.